Below is 2 unconnected molecules or ions with the total composition C6H10N2O3S in a non-equilibrium geometry, with properties calculated with ωB97M-V with the def2-TZVPD basis set.

```
22
Properties=species:S:1:pos:R:3:lowdin_charge:R:1
C 1.950 1.930 0.966 -0.152
C 1.844 -1.802 0.030 -0.720
C 2.701 2.211 -0.262 -0.364
C 1.613 -0.057 -0.024 -0.453
C -1.665 -0.300 0.461 -0.243
C -2.846 -1.226 0.077 -0.249
N 1.436 0.748 1.062 0.055
N -0.617 -0.178 -0.526 0.001
O 0.920 -2.377 -0.422 0.048
O 2.938 -1.918 0.541 0.043
O -3.564 -0.633 -1.039 -0.138
S 2.453 0.671 -1.335 1.010
H 2.056 2.564 1.777 0.103
H 2.536 3.125 -0.839 0.078
H 3.769 2.356 0.165 0.133
H -1.312 -0.810 1.409 0.136
H -2.153 0.703 0.619 0.131
H -2.580 -2.248 -0.059 0.106
H -3.511 -1.151 0.885 0.087
H -0.999 0.522 -1.309 0.165
H -0.453 -1.069 -1.003 0.072
H -4.516 -1.063 -1.174 0.149
```

For the total energy, the calculation gives -967.9248 Eh. The calculation puts the frontier orbital gap at 7.7 eV. As for the energy above the lowest of the compared OMol25 structures with the same formula, charge and spin: 2.767 eV. Its largest force on an atom is 3.65 eV/A. As for the spin multiplicity: 1. The molar mass comes out at 190.22 g mol⁻¹. As for the net charge: 0.